An isolated molecule of C4H9N3O, computed with ωB97M-V with the def2-TZVPD basis set.

The geometry in XYZ format:
```
17
Properties=species:S:1:pos:R:3:forces:R:3
H 2.511339 0.697731 2.505140 -0.3 0.9 -0.7
N 2.717693 0.949538 1.512162 1.3 -1.0 0.9
C 2.131014 0.123624 0.756430 -0.7 0.6 -0.4
N 1.049731 -0.631859 1.178126 -1.2 -0.8 0.0
N 0.237068 -1.459592 0.368487 1.6 -1.3 0.6
C -0.366750 -0.945892 -0.602213 0.6 1.7 -0.2
C -0.558382 0.517948 -0.832538 0.8 0.2 0.0
O -1.714077 0.749542 -1.556056 -0.1 0.3 -0.6
C -2.833956 0.428933 -0.804972 -1.6 1.3 0.3
H 2.412844 0.032472 -0.292657 -0.4 0.2 -0.1
H 1.186005 -1.073107 2.075493 -0.1 0.0 0.0
H -0.839113 -1.554292 -1.332799 -0.6 -1.0 -0.2
H -0.575413 0.973102 0.151067 -0.2 0.4 0.5
H 0.223716 1.023105 -1.374797 0.6 -0.1 -0.3
H -2.898244 -0.619763 -0.581689 -0.2 -0.7 0.0
H -3.725638 0.785529 -1.369030 0.6 -0.5 0.3
H -2.845880 0.984602 0.156050 0.1 -0.2 -0.3
```
Positions in Å, forces in eV/Å.

Output
- Energy relative to the best compared isomer or geometry (same formula, charge and spin): 80.9 kcal/mol
- E_LUMO: 1.0 eV
- Kohn-Sham gap: 9.753 eV
- Total charge: 0
- E_HOMO: -0.32271 hartree
- SMILES: [H]/N=C\N/N=C\COC
- Multiplicity: 1